1.
Molecular formula: C12H24ClIMgO10
Method: DFT, ωB97M-V/def2-TZVPD

The LUMO energy comes out at 0.456 eV. The HOMO energy is -0.276 Eh. For the HOMO-LUMO gap, the calculation gives 7.97 eV. The value obtained for the molecular weight is 514.98 g/mol. Its energy above the lowest of the compared OMol25 structures with the same formula, charge and spin is 40.3 kcal/mol.

Geometry as ORCA input:
```
! wB97M-V def2-TZVPD RIJCOSX def2/J DEFGRID3
* xyz 0 1
Mg 0.035 0.154 0.153
I 1.471 2.438 -0.743
Cl -1.147 -1.711 0.872
C 3.295 -0.231 -2.866
O 2.952 -1.608 -2.610
C 1.967 -1.878 -1.756
O 1.271 -1.064 -1.103
O 1.848 -3.190 -1.860
C 0.818 -3.938 -1.265
H 3.727 0.180 -1.954
H 2.483 0.397 -3.234
H 4.126 -0.168 -3.568
H 0.829 -3.810 -0.182
H 0.925 -5.012 -1.417
H -0.135 -3.745 -1.756
C 2.452 -2.431 1.963
O 2.901 -1.242 2.611
C 2.118 -0.170 2.605
O 1.192 0.040 1.787
O 2.642 0.701 3.511
C 1.924 1.964 3.692
H 1.417 -2.684 2.196
H 3.051 -3.230 2.399
H 2.578 -2.408 0.881
H 2.073 2.689 2.891
H 2.191 2.466 4.622
H 0.855 1.848 3.867
C -0.464 0.120 -4.201
O -1.767 0.075 -3.583
C -2.035 0.091 -2.282
O -1.232 0.158 -1.412
O -3.415 0.042 -2.227
C -4.046 0.028 -0.976
H -0.548 -0.297 -5.205
H 0.200 -0.545 -3.648
H -0.099 1.146 -4.230
H -3.635 -0.746 -0.329
H -5.114 -0.051 -1.180
H -3.812 1.009 -0.563
C -1.985 3.640 1.465
C -2.070 2.112 1.648
O -1.311 1.407 1.018
C -2.970 1.421 2.660
H -1.454 3.956 0.567
H -1.591 4.086 2.378
H -2.953 4.140 1.505
H -2.654 1.794 3.635
H -2.893 0.334 2.691
H -4.009 1.724 2.534
*
```

***

2.
Molecular formula: C12H24F6Li2N3O24S6
Method: DFT, ωB97M-V/def2-TZVPD

The LUMO energy comes out at 1.674 eV. The HOMO energy is -0.296 Eh. For the HOMO-LUMO gap, the calculation gives 9.72 eV. The value obtained for the molecular weight is 914.59 g/mol. Its energy above the lowest of the compared OMol25 structures with the same formula, charge and spin is 0.0 kcal/mol.

Geometry as ORCA input:
```
! wB97M-V def2-TZVPD RIJCOSX def2/J DEFGRID3
* xyz -1 1
Li -1.250 -1.881 -0.973
Li -0.972 -2.958 1.164
N -1.294 -1.071 -2.834
S -2.408 0.133 -2.608
O -3.731 -0.275 -2.864
O -1.999 1.470 -2.854
F -2.222 0.048 -0.986
S -0.085 -0.269 -3.555
O 0.707 0.502 -2.678
O -0.283 0.087 -4.910
F 0.858 -1.561 -3.694
N 0.154 -1.575 0.395
S 0.367 -0.056 1.145
O 0.681 0.979 0.256
O 0.964 -0.103 2.422
F -1.168 0.112 1.485
S 1.731 -1.946 0.362
O 2.117 -2.727 1.486
O 2.607 -1.041 -0.272
F 1.606 -3.087 -0.778
N -2.031 -3.516 -0.350
S -3.713 -3.246 -0.298
O -4.399 -4.068 0.625
O -4.262 -2.842 -1.530
F -3.514 -1.838 0.447
S -2.122 -4.896 -1.196
O -2.325 -4.700 -2.582
O -2.651 -6.033 -0.539
F -0.532 -5.144 -1.175
C -2.379 -6.417 2.504
O -1.008 -6.791 2.533
C -0.076 -5.894 2.257
O -0.268 -4.713 2.054
O 1.066 -6.523 2.175
C 2.189 -5.745 1.743
H -2.507 -5.339 2.399
H -2.791 -6.633 3.492
H -2.928 -6.945 1.735
H 1.921 -5.049 0.957
H 3.002 -6.382 1.412
H 2.563 -5.138 2.569
C -0.644 6.718 2.295
O -0.096 7.257 1.111
C 0.095 6.488 0.031
O 0.595 6.908 -0.973
O -0.329 5.234 0.201
C 0.085 4.298 -0.821
H -1.362 5.910 2.218
H -1.172 7.460 2.898
H 0.157 6.345 2.936
H -0.390 4.624 -1.740
H -0.169 3.300 -0.488
H 1.170 4.348 -0.902
C 3.487 2.162 -2.462
O 4.733 1.789 -3.088
C 4.747 1.400 -4.348
O 5.729 1.346 -5.035
O 3.507 1.050 -4.748
C 3.305 0.626 -6.077
H 3.030 1.275 -2.031
H 2.779 2.664 -3.113
H 3.825 2.844 -1.684
H 3.015 1.441 -6.743
H 2.558 -0.161 -6.029
H 4.193 0.220 -6.573
C 1.057 4.035 4.336
O 0.230 2.925 4.071
C -1.058 3.156 3.857
O -1.622 4.223 3.903
O -1.658 2.010 3.597
C -3.063 2.056 3.362
H 1.969 3.637 4.770
H 0.605 4.760 5.015
H 1.310 4.597 3.435
H -3.339 1.012 3.247
H -3.293 2.595 2.443
H -3.601 2.520 4.186
*
```

***

3.
Molecular formula: C12H24GaO9PS2
Method: DFT, ωB97M-V/def2-TZVPD

The LUMO energy comes out at 3.187 eV. The HOMO energy is 0.020 Eh. For the HOMO-LUMO gap, the calculation gives 2.63 eV. The value obtained for the molecular weight is 477.15 g/mol.

Geometry as ORCA input:
```
! wB97M-V def2-TZVPD RIJCOSX def2/J DEFGRID3
* xyz -2 1
C -0.707 -1.896 0.796
C -0.497 -0.980 1.544
C -0.084 0.205 2.301
C 1.469 0.341 2.523
C 2.373 -0.283 1.480
Ga 4.313 0.345 1.609
S 5.245 -0.261 3.690
C 5.370 -0.685 0.170
C 4.638 -0.876 -1.173
C 4.938 0.236 -2.202
S 3.569 1.170 -2.808
O 4.003 2.485 -3.208
O 2.901 0.417 -3.847
O 2.620 1.294 -1.561
C 4.545 2.348 1.215
O 4.659 2.648 -0.011
O 4.562 3.181 2.165
H -0.856 -2.748 0.181
H -0.421 1.085 1.751
H -0.593 0.167 3.269
H 1.647 1.420 2.547
H 1.711 -0.049 3.514
H 2.018 -0.024 0.478
H 2.344 -1.379 1.541
H 5.252 0.938 4.286
H 6.351 -0.228 0.014
H 5.561 -1.690 0.573
H 4.990 -1.817 -1.615
H 3.560 -0.999 -1.044
H 5.322 -0.213 -3.120
H 5.671 0.947 -1.828
H 2.217 2.174 -1.627
C -7.213 -1.407 0.795
O -5.817 -1.124 0.882
P -5.017 -0.624 -0.392
O -3.635 -0.266 -0.128
O -5.912 0.553 -1.011
C -6.000 1.766 -0.257
O -5.277 -1.783 -1.439
C -4.837 -1.577 -2.791
H -7.746 -0.735 1.468
H -7.593 -1.279 -0.218
H -7.376 -2.435 1.112
H -5.143 1.882 0.408
H -6.923 1.766 0.326
H -6.019 2.596 -0.959
H -4.292 -0.640 -2.898
H -5.711 -1.567 -3.441
H -4.180 -2.399 -3.065
*
```

***

4.
Molecular formula: C12H24N2
Method: DFT, ωB97M-V/def2-TZVPD

The LUMO energy comes out at 0.972 eV. The HOMO energy is -0.253 Eh. For the HOMO-LUMO gap, the calculation gives 7.85 eV. The SMILES is CCCCCCCCN1C=CN(C)C1. The value obtained for the molecular weight is 196.34 g/mol. Its energy above the lowest of the compared OMol25 structures with the same formula, charge and spin is 38.3 kcal/mol.

Geometry as ORCA input:
```
! wB97M-V def2-TZVPD RIJCOSX def2/J DEFGRID3
* xyz 0 1
C -1.738 2.657 0.916
C -1.307 1.842 -0.299
C -2.453 1.100 -1.005
C -3.202 0.072 -0.205
C -2.298 -0.988 0.457
C -1.439 -1.720 -0.573
C -0.503 -2.714 0.082
C 0.508 -1.950 0.917
N 1.257 -0.891 0.237
C 1.993 -1.003 -0.963
C 2.832 0.015 -1.027
N 2.856 0.734 0.152
C 2.545 2.134 -0.116
C 2.068 -0.051 1.064
H -2.430 2.077 1.551
H -0.900 2.976 1.536
H -2.240 3.607 0.608
H -0.583 1.083 0.054
H -0.687 2.489 -0.935
H -2.138 0.679 -1.998
H -3.170 1.861 -1.286
H -4.021 -0.446 -0.814
H -3.705 0.612 0.633
H -1.701 -0.563 1.299
H -2.977 -1.691 0.983
H -0.812 -0.966 -1.024
H -2.060 -2.104 -1.417
H -1.046 -3.419 0.705
H -0.035 -3.330 -0.693
H -0.108 -1.466 1.706
H 1.217 -2.635 1.437
H 1.598 -1.606 -1.760
H 3.418 0.333 -1.851
H 1.450 2.224 -0.366
H 2.762 2.679 0.840
H 3.223 2.508 -0.890
H 2.697 -0.680 1.663
H 1.425 0.507 1.812
*
```